Computed, not measured: a structure of composition C36H48N2O2P3RuS2, with the ωB97M-V functional and the def2-TZVPD basis.

Summary:
**Electronic energy**: -97294.04346 eV
**E_LUMO (alpha / beta)**: -4.32 / -7.31 eV
**Charge**: +2
**ΔE to the lowest compared entry with this formula, charge and spin**: 11.9 kcal per mole
**HOMO-LUMO gap (alpha / beta)**: 8.5361 / 6.5112 eV
**2S+1**: 6

```
94
Properties=species:S:1:pos:R:3:lowdin_spin:R:1
Ru -0.047 -0.577 -0.200 3.638
C 0.291 1.428 -2.771 0.012
C 1.812 1.199 -2.776 0.022
P 2.253 0.041 -1.407 0.171
C 3.861 -0.697 -1.812 0.034
C 4.665 -0.221 -2.843 0.012
C 5.942 -0.741 -3.002 0.001
C 6.412 -1.727 -2.148 0.006
C 5.598 -2.217 -1.134 -0.001
C 4.323 -1.710 -0.971 0.006
C 2.785 1.016 0.051 0.026
C 3.403 2.259 -0.009 0.004
C 3.881 2.852 1.151 0.004
C 3.755 2.210 2.374 0.005
C 3.161 0.957 2.439 0.002
C 2.683 0.360 1.284 0.021
P -0.240 1.889 -1.068 0.121
C 0.345 3.604 -0.863 0.029
C 0.494 4.097 0.432 0.005
C 0.889 5.409 0.637 0.000
C 1.144 6.235 -0.449 0.002
C 0.986 5.750 -1.740 0.002
C 0.592 4.437 -1.952 0.007
C -2.048 2.072 -1.111 0.022
C -2.725 2.659 -2.177 0.004
C -4.092 2.861 -2.088 0.003
C -4.781 2.496 -0.938 0.003
C -4.110 1.911 0.125 0.001
C -2.744 1.689 0.038 0.010
H -0.220 0.493 -3.010 0.002
H -0.012 2.163 -3.515 0.002
H 2.363 2.133 -2.659 0.004
H 2.112 0.739 -3.717 0.000
H 4.321 0.552 -3.518 0.001
H 6.573 -0.371 -3.799 0.000
H 7.412 -2.117 -2.275 0.000
H 5.960 -2.997 -0.478 0.000
H 3.674 -2.104 -0.197 0.000
H 3.536 2.769 -0.955 0.000
H 4.361 3.821 1.103 0.000
H 4.141 2.679 3.269 0.000
H 3.109 0.433 3.387 0.000
H 2.278 -0.649 1.318 0.006
H 0.294 3.451 1.280 0.001
H 0.994 5.793 1.643 0.000
H 1.467 7.255 -0.293 0.000
H 1.157 6.397 -2.590 0.000
H 0.466 4.094 -2.970 0.001
H -2.195 2.964 -3.070 0.000
H -4.625 3.310 -2.916 0.000
H -5.846 2.672 -0.876 0.000
H -4.654 1.638 1.020 0.000
H -2.201 1.244 0.867 0.003
C -3.919 -5.036 -0.648 0.001
C -2.475 -5.476 -0.741 0.001
O -1.591 -4.371 -0.375 0.013
P -0.893 -3.353 -1.336 0.043
S -1.895 -1.573 -1.547 0.251
S 0.930 -3.012 -0.525 0.285
O -0.872 -4.107 -2.708 0.013
C -0.841 -3.564 -4.053 0.003
C -1.858 -4.306 -4.890 0.000
H -4.577 -5.854 -0.937 0.000
H -4.099 -4.190 -1.314 0.001
H -4.159 -4.739 0.372 0.000
H -2.215 -5.825 -1.737 0.000
H -2.238 -6.255 -0.021 0.000
H 0.169 -3.711 -4.433 0.000
H -1.063 -2.497 -4.017 0.003
H -1.670 -5.378 -4.848 0.000
H -1.784 -3.982 -5.927 0.000
H -2.869 -4.108 -4.534 0.000
C -3.495 -0.578 5.127 0.001
C -2.325 -1.549 4.984 0.003
N -1.248 -1.030 4.129 0.025
C -0.113 -0.369 4.780 0.002
C -0.209 1.158 4.810 0.001
C -1.296 -1.125 2.801 0.021
C -2.383 -1.957 2.189 0.003
N -0.405 -0.547 2.023 0.123
H -4.249 -1.015 5.782 0.000
H -3.959 -0.356 4.166 0.000
H -3.167 0.362 5.570 0.000
H -2.669 -2.507 4.600 0.000
H -1.896 -1.730 5.967 0.000
H 0.805 -0.690 4.280 0.000
H -0.063 -0.746 5.798 0.000
H -0.449 1.572 3.829 0.000
H 0.740 1.578 5.140 0.000
H -0.983 1.485 5.503 0.000
H -2.266 -2.996 2.498 0.000
H -2.316 -1.910 1.111 0.002
H -3.372 -1.613 2.486 0.000
H 0.281 0.001 2.525 0.005
```



Computed, not measured: a structure of composition C36H49AsFIrN3S, with the ωB97M-V functional and the def2-TZVPD basis.

Summary:
**Electronic energy**: -119813.26489 eV
**E_LUMO (alpha / beta)**: -7.05 / -7.65 eV
**Charge**: +2
**ΔE to the lowest compared entry with this formula, charge and spin**: 0.0 kcal per mole
**HOMO-LUMO gap (alpha / beta)**: 5.7184 / 5.1165 eV
**2S+1**: 2

```
92
Properties=species:S:1:pos:R:3:lowdin_spin:R:1
Ir 0.299 -0.774 0.059 0.546
C -1.480 -1.430 3.515 0.004
C -2.801 -1.341 2.747 0.002
C -3.039 -2.650 1.992 0.001
C -2.975 -0.015 1.994 0.012
C -3.781 0.925 2.629 -0.002
C -4.016 2.177 2.088 0.014
C -3.441 2.521 0.883 0.000
C -2.614 1.635 0.197 0.016
C -2.035 2.079 -1.131 0.001
C -3.125 2.235 -2.197 0.000
C -1.248 3.384 -0.981 0.001
C -2.389 0.377 0.770 0.023
N -1.588 -0.606 0.060 0.139
C -2.372 -1.522 -0.694 0.007
C -3.696 -1.295 -1.049 0.007
C -4.387 -2.237 -1.797 -0.001
C -3.787 -3.428 -2.185 0.007
C -2.471 -3.689 -1.816 -0.001
C -1.820 -2.729 -1.090 0.007
F -0.543 -2.966 -0.660 0.001
H -1.437 -2.375 4.059 0.000
H -1.371 -0.619 4.238 0.000
H -0.617 -1.408 2.849 0.003
H -3.584 -1.293 3.506 0.000
H -2.191 -2.928 1.364 0.000
H -3.937 -2.624 1.372 0.000
H -3.165 -3.450 2.724 0.000
H -4.246 0.660 3.572 0.000
H -4.659 2.877 2.605 0.001
H -3.643 3.496 0.457 0.000
H -1.352 1.298 -1.467 0.000
H -3.832 3.019 -1.921 0.000
H -3.688 1.313 -2.343 0.000
H -2.684 2.519 -3.155 0.000
H -1.889 4.188 -0.615 0.000
H -0.860 3.715 -1.948 0.000
H -0.417 3.280 -0.284 0.000
H -4.193 -0.384 -0.741 0.000
H -5.416 -2.038 -2.066 0.000
H -4.340 -4.161 -2.756 0.000
H -1.967 -4.614 -2.063 0.000
C 4.321 -3.586 4.133 0.002
C 3.432 -2.921 3.133 0.011
C 2.508 -3.636 2.371 0.000
C 1.713 -2.986 1.458 0.006
N 1.781 -1.656 1.259 0.011
C 2.669 -0.951 1.982 0.009
C 3.494 -1.546 2.908 -0.001
H 4.038 -4.623 4.298 0.000
H 4.295 -3.055 5.085 0.001
H 5.355 -3.565 3.780 0.001
H 2.403 -4.707 2.487 0.000
H 0.997 -3.531 0.860 0.000
H 2.697 0.112 1.809 0.000
H 4.187 -0.923 3.459 0.000
C 0.565 1.538 -3.468 -0.001
As 0.808 -0.361 -3.582 0.006
C -0.885 -1.170 -3.978 0.004
C 2.081 -0.748 -4.960 0.000
S 1.574 -1.335 -1.767 0.109
H -0.262 1.804 -4.126 0.000
H 1.479 2.029 -3.794 0.000
H 0.339 1.819 -2.446 0.000
H -1.218 -0.827 -4.957 0.000
H -1.602 -0.869 -3.214 0.000
H -0.771 -2.251 -3.977 0.000
H 1.704 -0.343 -5.899 0.000
H 2.211 -1.824 -5.043 0.000
H 3.025 -0.275 -4.698 0.000
C 4.783 3.092 -0.769 0.000
N 4.061 1.858 -0.986 0.000
C 4.601 0.721 -0.284 0.000
C 2.638 1.891 -1.208 0.001
C 1.738 2.043 0.023 0.006
C 1.858 3.298 0.646 -0.002
C 1.216 3.631 1.821 0.006
C 0.419 2.676 2.438 0.003
C 0.256 1.444 1.833 0.018
C 0.859 1.129 0.616 0.014
H 5.838 2.931 -0.996 0.000
H 4.723 3.469 0.264 0.000
H 4.415 3.868 -1.442 0.000
H 5.622 0.526 -0.618 0.000
H 4.006 -0.169 -0.497 0.001
H 4.638 0.859 0.810 0.000
H 2.376 0.995 -1.753 0.001
H 2.431 2.747 -1.858 0.000
H 2.487 4.039 0.167 0.000
H 1.344 4.615 2.252 0.000
H -0.084 2.879 3.374 0.000
H -0.367 0.725 2.339 0.004
```



Computed, not measured: a structure of composition C36H49B2N12S3Ta, with the ωB97M-V functional and the def2-TZVPD basis.

Summary:
**Electronic energy**: -91384.54816 eV
**E_LUMO**: -12.70 eV
**Charge**: +4
**ΔE to the lowest compared entry with this formula, charge and spin**: 0.0 kcal per mole
**HOMO-LUMO gap**: 6.7221 eV
**2S+1**: 1

```
103
Properties=species:S:1:pos:R:3:mulliken_charge:R:1
Ta 3.217 0.594 -0.931 0.727
C 0.558 -3.687 -2.872 -1.714
C -0.211 -3.027 -1.745 -0.206
C -1.373 -3.617 -1.221 0.023
C -2.019 -3.146 -0.095 -0.335
N -1.573 -2.041 0.502 0.027
N -0.571 -1.385 -0.023 0.672
B -0.389 0.043 0.628 -1.511
N -0.815 1.246 -0.200 1.063
N -2.106 1.076 -0.493 -0.101
C -2.745 2.034 -1.232 -0.016
C -2.034 3.143 -1.738 -0.642
C -0.676 3.310 -1.417 0.495
C 0.045 4.432 -2.051 -1.800
C -0.053 2.238 -0.749 0.809
S 1.655 2.432 -0.335 -0.401
C -4.251 1.832 -1.431 1.769
C -4.674 0.350 -1.133 -1.375
C -5.080 2.722 -0.473 -1.718
C -4.661 2.172 -2.871 -1.726
N 0.654 0.198 1.743 0.344
N -0.609 0.218 2.172 -0.239
C -0.859 0.222 3.527 0.027
C 0.312 0.277 4.357 -0.967
C 1.630 0.277 3.840 0.162
C 2.840 0.427 4.666 -1.680
C 1.763 0.170 2.374 1.050
S 3.279 -0.011 1.593 -0.255
C -2.251 0.174 4.033 2.291
C -2.520 1.291 5.033 -1.774
C -2.402 -1.171 4.775 -1.036
C -3.314 0.245 2.879 -1.679
C 0.136 -1.857 -1.080 1.083
S 1.400 -0.816 -1.814 -0.557
C -3.281 -3.756 0.454 1.899
C -3.471 -3.437 1.936 -0.830
C -3.205 -5.253 0.252 -1.810
C -4.497 -3.215 -0.308 -1.569
H 0.463 -4.768 -2.840 0.485
H 1.629 -3.460 -2.770 0.363
H 0.223 -3.331 -3.852 0.349
H -1.806 -4.443 -1.778 0.533
H -2.465 3.924 -2.332 0.513
H -0.518 4.859 -2.899 0.425
H 1.018 4.163 -2.439 0.334
H 0.285 5.258 -1.322 0.361
H -4.536 0.046 -0.072 -0.093
H -4.016 -0.282 -1.802 0.353
H -5.720 0.231 -1.403 0.530
H -4.843 2.559 0.500 0.344
H -6.135 2.510 -0.611 0.484
H -4.941 3.798 -0.720 0.418
H -4.199 1.405 -3.466 0.459
H -4.378 3.135 -3.244 0.380
H -5.763 2.244 -3.066 0.405
H 0.166 0.472 5.386 0.500
H 2.526 0.668 5.700 0.409
H 3.411 1.266 4.307 0.405
H 3.400 -0.506 4.567 0.432
H -1.985 1.109 5.952 0.534
H -3.614 1.361 5.305 0.427
H -2.317 2.287 4.724 0.426
H -1.487 -1.547 5.216 0.423
H -2.775 -2.054 4.105 0.006
H -3.269 -1.025 5.449 0.438
H -3.466 1.243 2.566 0.696
H -4.245 -0.183 3.217 0.512
H -2.936 -0.272 1.983 -0.365
H -2.780 -4.111 2.518 0.496
H -4.529 -3.727 2.203 0.370
H -3.276 -2.358 2.109 -0.510
H -2.239 -5.599 0.794 0.412
H -3.139 -5.759 -0.773 0.285
H -3.995 -5.766 0.698 0.472
H -4.735 -2.158 -0.075 0.278
H -5.396 -3.859 -0.184 0.492
H -4.341 -3.207 -1.403 0.347
C 6.190 -2.608 -0.961 -1.154
C 4.963 -2.090 -0.622 -0.201
N 4.873 -0.810 -1.014 0.154
N 6.068 -0.459 -1.597 0.121
C 6.864 -1.533 -1.544 -0.097
B 6.211 0.912 -2.308 0.072
N 5.069 1.058 -3.357 0.072
C 5.138 1.231 -4.683 0.039
C 3.812 1.381 -5.181 -1.137
C 2.993 1.317 -4.073 -0.129
N 3.767 1.125 -2.962 0.126
N 5.863 1.929 -1.194 0.002
C 6.589 2.982 -0.814 -0.062
C 5.964 3.706 0.203 -1.336
C 4.810 3.005 0.401 -0.097
N 4.727 1.972 -0.450 0.407
H 6.450 -3.644 -0.846 0.464
H 4.137 -2.538 -0.125 0.575
H 7.876 -1.463 -1.880 0.525
H 7.280 1.099 -2.831 0.038
H 6.111 1.190 -5.223 0.455
H 3.413 1.312 -6.180 0.427
H 1.916 1.254 -4.004 0.517
H 7.514 3.115 -1.357 0.500
H 6.247 4.571 0.702 0.531
H 4.021 3.160 1.094 0.560
```



Look up the 2S+1 of the third one.
1



Number 3 is which compound?
C36H49B2N12S3Ta



Among the records above, which one has the highest electronic energy?
C36H49B2N12S3Ta